{"formula": "C38H42Br2N5O3PtS", "method": "ωB97M-V with the def2-TZVPD basis set", "elements": ["Pt", "O", "C", "C", "O", "O", "C", "C", "C", "C", "C", "C", "C", "C", "C", "C", "C", "C", "H", "H", "H", "H", "H", "H", "H", "H", "H", "H", "H", "Br", "C", "C", "C", "N", "C", "C", "C", "C", "C", "Br", "C", "C", "N", "H", "H", "H", "H", "H", "H", "C", "N", "C", "C", "C", "C", "C", "C", "C", "C", "H", "H", "H", "H", "H", "H", "H", "H", "H", "H", "H", "H", "H", "C", "C", "N", "C", "S", "N", "C", "C", "H", "H", "H", "H", "H", "H", "H", "H", "H", "H", "H", "H"], "xyz": [[1.004531, 0.462906, -0.362039], [-3.635948, -0.022189, -0.685151], [-4.873299, 0.116111, -0.338825], [-2.805794, 0.744515, 2.612573], [-3.740199, 1.340167, 2.935969], [-1.878237, 0.131098, 2.275283], [-5.702293, 1.016395, -1.104073], [-5.155421, 2.208221, -1.618586], [-5.940090, 3.048062, -2.382617], [-7.257516, 2.695028, -2.668769], [-7.798799, 1.510666, -2.180929], [-7.033163, 0.674707, -1.388696], [-5.297731, -0.652021, 0.783243], [-6.446843, -0.270493, 1.508106], [-6.838607, -1.005507, 2.605761], [-6.100755, -2.118590, 2.988724], [-4.955026, -2.501496, 2.287076], [-4.546074, -1.772685, 1.196598], [-3.470248, 0.479400, -1.501927], [-4.141658, 2.504572, -1.360069], [-5.538625, 3.984003, -2.751428], [-7.866944, 3.352470, -3.277443], [-8.818241, 1.237801, -2.422697], [-7.441542, -0.261608, -1.031238], [-6.992524, 0.620647, 1.234014], [-7.712207, -0.710500, 3.170314], [-6.418333, -2.699024, 3.847349], [-4.400744, -3.377743, 2.596180], [-3.674958, -2.071645, 0.632348], [1.414785, -4.864983, -4.457974], [1.268347, -3.381714, -3.339728], [0.207073, -3.263054, -2.458908], [0.164162, -2.161811, -1.633271], [1.097718, -1.200470, -1.643328], [2.079375, -1.275628, -2.555876], [2.203412, -2.361248, -3.403266], [2.945032, -0.075917, -2.661753], [4.164616, -0.096428, -3.316203], [4.916284, 1.067936, -3.377178], [6.563245, 1.078320, -4.254568], [4.433626, 2.213032, -2.766187], [3.212736, 2.142545, -2.131555], [2.463275, 1.037485, -2.086131], [-0.567141, -4.016841, -2.409893], [-0.639197, -2.037440, -0.930045], [2.994479, -2.406158, -4.138278], [4.552849, -1.003504, -3.756925], [4.994962, 3.137184, -2.783274], [2.807646, 3.017297, -1.625833], [1.821893, 1.456569, 4.013036], [3.198060, 1.137160, 3.522580], [3.967054, 0.404841, 4.584163], [3.210130, 0.462176, 2.139504], [2.290283, -0.720459, 2.044790], [2.638892, -1.868756, 2.770467], [1.797343, -2.960978, 2.863459], [0.569438, -2.906134, 2.220907], [0.255432, -1.814553, 1.424264], [1.118312, -0.729532, 1.265188], [1.908863, 2.001106, 4.949334], [1.293442, 0.519821, 4.170709], [1.305419, 2.049260, 3.262501], [3.687786, 2.018852, 3.381706], [3.428392, -0.497103, 4.850366], [4.044199, 1.051964, 5.453731], [4.959208, 0.164357, 4.211244], [4.253126, 0.198155, 1.970332], [2.913941, 1.238251, 1.435271], [3.607808, -1.913161, 3.257296], [2.092454, -3.834501, 3.431003], [-0.133481, -3.725243, 2.314548], [-0.711424, -1.800746, 0.929703], [0.232286, 7.080917, 1.305160], [0.721372, 6.246712, 0.136530], [0.911480, 4.845968, 0.579402], [0.715203, 3.708885, -0.079344], [0.430486, 2.284409, 0.900744], [0.668990, 3.618513, -1.403811], [1.062079, 4.587870, -2.443323], [-0.127902, 5.127182, -3.217150], [0.085961, 8.111747, 0.985963], [0.965326, 7.091363, 2.114968], [-0.716925, 6.705004, 1.689133], [1.661907, 6.644639, -0.241202], [-0.007661, 6.258325, -0.668947], [1.007911, 4.728432, 1.576739], [0.394295, 2.708110, -1.741590], [1.733455, 4.059474, -3.121543], [1.641903, 5.378939, -1.984696], [-0.656833, 4.319268, -3.731260], [0.214798, 5.832368, -3.975175], [-0.835802, 5.642404, -2.566090]], "atomic_forces_ev_per_a": [[0.8, -0.2, -0.4], [0.8, 0.1, -0.3], [-0.7, 0.0, 0.3], [0.2, -0.3, -0.1], [-0.2, 0.2, 0.0], [-0.1, 0.2, 0.1], [-0.2, 0.1, -0.1], [0.0, -0.1, 0.0], [0.0, 0.0, 0.0], [0.0, 0.0, 0.0], [0.0, 0.1, 0.0], [0.1, 0.0, 0.0], [-0.2, -0.1, 0.2], [0.2, 0.0, -0.1], [0.0, 0.0, 0.1], [0.0, -0.1, 0.0], [0.0, 0.0, 0.1], [-0.1, 0.1, -0.1], [0.1, -0.1, 0.0], [-0.1, 0.0, 0.0], [0.0, -0.1, 0.0], [0.0, 0.0, 0.0], [0.1, 0.0, 0.0], [0.0, 0.0, 0.0], [0.0, 0.0, 0.0], [0.0, 0.0, 0.0], [0.0, 0.0, 0.0], [0.0, 0.0, 0.0], [0.0, 0.0, 0.0], [0.0, 0.0, 0.0], [0.1, -0.1, -0.1], [-0.1, 0.0, 0.1], [0.1, 0.0, 0.0], [-0.1, -0.1, 0.3], [0.1, 0.2, -0.2], [0.1, 0.0, -0.1], [0.0, -0.1, 0.0], [0.1, -0.1, 0.0], [0.1, -0.1, -0.1], [0.0, 0.0, 0.0], [0.1, 0.1, 0.0], [-0.1, 0.2, 0.2], [-0.4, 0.3, 0.2], [0.0, 0.0, 0.0], [0.0, 0.0, 0.0], [0.0, 0.0, 0.0], [0.0, 0.0, 0.0], [0.0, 0.0, 0.0], [0.3, -0.4, -0.1], [0.1, -0.1, 0.0], [0.0, -0.2, 0.0], [0.0, 0.1, -0.1], [0.0, 0.1, 0.0], [0.0, -0.2, 0.0], [0.0, 0.0, 0.0], [0.0, 0.0, 0.0], [0.0, 0.0, 0.0], [-0.2, 0.0, 0.1], [-0.4, 0.0, 0.1], [0.0, 0.0, 0.0], [0.0, 0.0, 0.0], [0.1, -0.1, 0.1], [0.0, 0.1, 0.0], [0.0, 0.0, 0.0], [0.0, 0.0, 0.0], [0.0, 0.0, 0.0], [0.0, 0.0, 0.0], [0.1, 0.0, 0.1], [-0.1, 0.0, 0.0], [0.0, 0.0, 0.0], [0.0, 0.0, 0.0], [0.2, 0.0, 0.2], [0.0, 0.0, 0.0], [0.0, -0.1, 0.1], [0.0, 0.0, -0.1], [-0.1, 0.1, 0.0], [0.1, 0.0, -0.2], [-0.2, 0.3, 0.1], [-0.2, -0.1, 0.0], [-0.1, 0.0, -0.1], [0.0, 0.0, 0.0], [0.0, 0.0, 0.0], [0.0, 0.0, 0.0], [0.0, 0.0, 0.0], [0.0, 0.0, 0.0], [0.0, 0.0, 0.0], [0.0, -0.1, 0.0], [0.0, 0.0, 0.0], [0.1, 0.1, 0.1], [0.0, 0.1, 0.1], [0.0, 0.0, 0.0], [0.0, 0.0, 0.0]], "mulliken_charge": [0.6223, -0.1629, 0.6288, 0.8457, -0.4185, -0.4389, 0.3722, -0.5079, -0.8060, -0.4322, -0.8322, -0.3233, 0.4957, -0.3939, -0.9124, -0.4204, -0.6792, -0.2783, 0.3009, 0.5822, 0.4275, 0.4313, 0.4371, 0.5497, 0.6166, 0.4496, 0.4458, 0.4703, 0.4708, -0.0666, -0.3450, -0.8010, 0.2349, 0.0084, 1.0161, -0.6772, 0.4397, -0.6383, -0.2570, -0.0680, -1.1379, -0.7047, -0.0447, 0.4995, 0.2550, 0.4288, 0.4327, 0.5036, 1.1001, -0.6086, 0.0124, -0.9346, -1.2568, 0.9125, -0.4791, -1.1069, -0.8494, -0.0463, 0.3987, 0.4072, 0.3715, 0.0071, 0.3269, 0.4801, 0.3655, 0.3563, 0.4533, 0.1848, 0.7043, 0.4492, 0.4913, 0.3954, -1.4896, -0.1933, -0.1653, 0.6737, -0.5911, -0.0355, -0.6155, -1.3284, 0.4112, 0.4008, 0.3574, 0.3028, 0.1556, 0.2899, 0.0999, 0.4181, 0.4901, 0.3589, 0.4029, 0.3041], "mol_weight_g_mol": 1003.7, "total_charge": 3, "gap_ev": 7.0, "spin_multiplicity": 1}